(one)
DFT (ωB97M-V with the def2-TZVPD basis set) results for a molecular structure, C4H6NO.

## Properties
Frontier orbital gap (spin up / spin down)   6.4460 / 5.5820 eV
2S+1   1
HOMO energy (spin up / spin down)   -2.18 / -1.38 eV
Total charge   -1

Each line ends with the Mulliken charge.
Atoms and positions in Å:
1 C 0.47184 -1.32515 0.25053  -0.60
2 C -0.32804 -0.33933 -0.13115  -0.40
3 C -0.19816 -2.09471 -0.87976  -0.33
4 C -0.27738 2.16275 0.49355  -0.80
5 N -0.82888 -0.86438 -1.30272  0.15
6 O -2.00867 -0.73266 -1.87378  -0.77
7 H 1.18768 -1.57727 0.89953  0.49
8 H 0.53324 -2.65703 -1.51234  0.21
9 H -1.05663 -2.83416 -0.52448  0.22
10 H -1.30153 1.65519 0.21850  0.29
11 H 0.37991 2.51850 -0.31268  0.23
12 H 0.04637 2.41401 1.43951  0.30

(two)
DFT (ωB97M-V with the def2-TZVPD basis set) results for 2 unconnected molecules or ions with the total composition C4H6NO.

## Properties
Frontier orbital gap (spin up / spin down)   5.7023 / 5.6994 eV
2S+1   1
HOMO energy (spin up / spin down)   -1.53 / -1.53 eV
Total charge   -1

Each line ends with the Mulliken charge.
Atoms and positions in Å:
1 C 2.95072 0.12701 -0.05543  0.15
2 C 1.76634 0.28115 0.01968  -0.42
3 C -1.96269 -0.37046 -0.20656  -0.96
4 C 0.29055 0.50408 -0.14042  -1.02
5 N -0.46568 -0.55414 -0.12671  0.70
6 O -0.13071 -1.79432 -0.17259  -0.83
7 H 4.00661 -0.04846 0.18506  0.38
8 H -2.30804 -0.07713 -1.23294  0.26
9 H -2.41946 -1.24190 0.37049  0.28
10 H -2.18467 0.52416 0.36287  0.36
11 H 0.01704 1.31407 -0.68363  0.12
12 H 0.43999 1.33596 1.68017  -0.01

(three)
DFT (ωB97M-V with the def2-TZVPD basis set) results for a molecular structure, C4H6NO.

## Properties
Frontier orbital gap   5.8382 eV
2S+1   1
HOMO energy   -1.43 eV
Total charge   -1

Each line ends with the Mulliken charge.
Atoms and positions in Å:
1 C -1.37530 1.03419 0.11918  -0.25
2 C -0.27339 0.20342 0.49816  -0.39
3 C -1.21724 -0.94353 0.20006  -0.50
4 C 1.07821 0.31932 -0.04680  -1.06
5 N -2.22426 0.09900 -0.18770  0.12
6 O -3.52143 -0.00812 -0.05699  -0.82
7 H -1.38990 2.12533 0.04257  0.44
8 H -1.09352 -1.57886 -0.67523  0.31
9 H -1.61271 -1.39263 1.06180  0.37
10 H 1.72870 -0.48003 0.25153  0.30
11 H 1.62560 1.35445 0.09860  0.25
12 H 1.05004 0.03998 -1.19334  0.22

The structure with the greatest stability is (three).

(one)
DFT (ωB97M-V with the def2-TZVPD basis set) results for a gas-phase ion, C5H8NO (charge +1).

## Properties
SMILES string   C[N+]#CCC(C)=O
Frontier orbital gap   10.7288 eV
2S+1   1
HOMO energy   -14.50 eV
Total charge   +1

Each line ends with the Mulliken charge.
Atoms and positions in Å:
1 C 3.26783 0.50630 0.25692  -0.61
2 N 2.02214 -0.09109 -0.01848  0.18
3 C 0.92815 -0.28115 -0.26772  0.33
4 C -0.42055 -0.62002 -0.60149  -0.70
5 C -1.46831 0.29564 0.19284  0.66
6 C -2.89730 -0.13566 0.14448  -1.11
7 O -1.07388 1.13313 0.92114  -0.45
8 H 3.66596 0.86235 -0.64166  0.32
9 H 2.95125 1.28451 0.92404  0.36
10 H 4.03186 -0.19450 0.70558  0.27
11 H -0.61856 -1.62578 -0.45784  0.39
12 H -0.54046 -0.39729 -1.77466  0.33
13 H -3.57774 0.78591 0.29756  0.32
14 H -3.16626 -0.74770 -0.67710  0.37
15 H -3.10414 -0.77466 0.99637  0.33

(two)
DFT (ωB97M-V with the def2-TZVPD basis set) results for a gas-phase ion, C5H8NO (charge +1).

## Properties
SMILES string   [NH3+]/C=C/C=C/C=O
Frontier orbital gap   9.0155 eV
2S+1   1
HOMO energy   -13.14 eV
Total charge   +1

Each line ends with the Mulliken charge.
Atoms and positions in Å:
1 N -1.68367 0.29738 1.95648  -0.33
2 C -0.52518 0.10501 0.94548  -0.38
3 C -0.53455 0.91127 -0.09341  -0.22
4 C 0.52235 0.66419 -0.97290  -0.44
5 C 0.69821 -0.64760 -1.15281  -0.32
6 C 1.87667 -1.12764 -1.93322  -0.25
7 O 2.50757 -2.10415 -1.67545  -0.41
8 H -2.39512 0.68293 1.35940  0.37
9 H -1.37759 0.98340 2.69537  0.38
10 H -2.01365 -0.49395 2.50511  0.36
11 H 0.30111 -0.55238 1.18134  0.51
12 H -1.22075 1.69208 -0.19847  0.45
13 H 1.38766 1.32518 -1.28961  0.31
14 H 0.22288 -1.38473 -0.66673  0.68
15 H 2.23405 -0.35098 -2.66057  0.30

The structure with the greatest stability is (one).

(one)
DFT (ωB97M-V with the def2-TZVPD basis set) results for a molecular structure, C5H8NO.

## Properties
Frontier orbital gap   9.0702 eV
2S+1   1
HOMO energy   -15.82 eV
Total charge   +1

Each line ends with the Mulliken charge.
Atoms and positions in Å:
1 C 1.37485 -0.02103 0.09737  -0.03
2 C 2.48071 -1.00236 -0.02630  -0.12
3 C 0.00818 0.33533 -0.01361  0.96
4 C -0.41600 1.72209 -0.03458  -1.18
5 C -1.02061 -0.73750 0.07549  -1.64
6 N 2.27784 0.96418 0.00811  -0.01
7 O 3.28007 0.17280 -0.04190  -0.08
8 H 2.66448 -1.58185 0.89477  0.28
9 H 2.34803 -1.58902 -1.04401  0.30
10 H -0.07670 2.11354 -0.98349  0.38
11 H 0.10578 2.21358 0.70200  0.42
12 H -1.50593 1.95264 0.06970  0.36
13 H -0.64859 -1.66186 -0.01790  0.45
14 H -1.72076 -0.73420 -0.65760  0.49
15 H -1.67518 -0.68826 0.94247  0.41

(two)
DFT (ωB97M-V with the def2-TZVPD basis set) results for a gas-phase ion, C5H8NO (charge +1).

## Properties
Frontier orbital gap   8.0066 eV
2S+1   1
HOMO energy   -14.25 eV
Total charge   +1

Each line ends with the Mulliken charge.
Atoms and positions in Å:
1 C -0.79132 2.37485 -0.19284  -0.57
2 C -0.80445 1.08979 -0.57144  -0.09
3 C 0.35804 -1.18818 -0.84369  -0.80
4 C 0.52645 -1.68246 0.57385  -0.35
5 C 0.31365 0.27011 -0.51841  0.27
6 N 0.34863 -0.49951 1.33512  0.30
7 O -0.17147 -0.28508 2.37650  -0.31
8 H -1.58867 3.11994 -0.14259  0.31
9 H 0.18228 2.70078 0.18185  0.22
10 H -1.81756 0.68789 -0.87566  0.26
11 H 1.16104 -1.36326 -1.46126  0.36
12 H -0.51311 -1.51697 -1.28325  0.35
13 H 0.01269 -2.63465 0.98956  0.39
14 H 1.54798 -1.82744 0.76624  0.31
15 H 1.23582 0.75419 -0.33399  0.36

(three)
DFT (ωB97M-V with the def2-TZVPD basis set) results for a gas-phase ion, C5H8NO (charge +1).

## Properties
SMILES string   C#CC[C@]1(O)C[NH2+]1
Frontier orbital gap   10.6662 eV
2S+1   1
HOMO energy   -14.01 eV
Total charge   +1

Each line ends with the Mulliken charge.
Atoms and positions in Å:
1 C 2.93173 0.24559 -0.06164  0.18
2 C 1.86932 -0.33401 -0.14089  -0.78
3 C 0.70190 -1.11974 0.03956  -0.49
4 C -0.90628 -0.31837 0.04357  0.49
5 O -2.01752 -1.06759 0.24361  -0.52
6 C -0.84305 1.03382 -0.71340  -0.53
7 N -0.95478 0.93182 0.80054  -0.22
8 H 3.83103 0.62147 -0.23770  0.55
9 H 0.62419 -1.91466 -0.77061  0.33
10 H 0.88187 -1.61493 1.00260  0.36
11 H -2.36366 -1.63956 -0.48383  0.40
12 H 0.03069 1.53743 -1.12693  0.28
13 H -1.68741 1.37564 -1.28572  0.28
14 H -0.18199 1.25591 1.49518  0.37
15 H -1.91605 1.00717 1.19569  0.32

The structure with the greatest stability is (three).